{
  "formula": "C20H26N2O4S",
  "method": "ωB97M-V/def2-TZVPD",
  "symbols": ["C", "C", "H", "H", "C", "N", "S", "O", "O", "C", "C", "C", "C", "C", "C", "H", "H", "N", "C", "O", "C", "O", "C", "C", "C", "C", "C", "C", "H", "H", "H", "H", "H", "H", "H", "H", "H", "H", "C", "C", "C", "H", "H", "H", "H", "H", "H", "H", "H", "H", "H", "H", "H"],
  "xyz": [[3.43862, 3.20180, 3.65033], [3.79982, 3.20583, 2.17043], [4.88354, 3.13145, 2.06223], [3.46918, 4.13526, 1.70586], [3.12605, 2.04212, 1.43970], [3.32180, 2.02535, 0.00777], [2.24512, 2.99698, -0.82290], [2.65387, 3.02722, -2.19760], [2.02102, 4.25042, -0.15667], [0.76146, 2.00719, -0.68420], [0.72943, 0.78645, -1.33227], [-0.39966, -0.00194, -1.24030], [-1.49950, 0.43038, -0.49401], [-1.45513, 1.66373, 0.15446], [-0.32039, 2.44861, 0.05227], [-0.26163, 3.41233, 0.53323], [-2.30559, 1.99518, 0.72643], [-2.61153, -0.40687, -0.43826], [-3.77643, -0.23767, 0.23334], [-4.06752, 0.70013, 0.93856], [-4.76213, -1.39173, 0.02516], [-4.21091, -2.38251, -0.80880], [-4.96634, -3.48856, -1.10818], [-4.35717, -4.42261, -1.94446], [-5.02924, -5.57138, -2.30767], [-6.31440, -5.80485, -1.84386], [-6.91732, -4.87800, -1.01496], [-6.25330, -3.71985, -0.64242], [-6.74854, -3.01411, 0.00543], [-7.91805, -5.05006, -0.64771], [-6.83987, -6.70359, -2.12740], [-4.54775, -6.28816, -2.95564], [-3.35671, -4.22711, -2.29800], [-5.67715, -0.96665, -0.40976], [-5.01062, -1.79543, 1.01621], [-2.54763, -1.26576, -0.97324], [-0.44015, -0.95587, -1.74624], [1.58792, 0.47983, -1.90759], [4.65155, 1.86802, -0.54101], [5.18627, 0.43597, -0.39020], [6.11896, 0.26197, 0.80409], [5.61810, 0.49966, 1.73835], [6.47311, -0.76532, 0.85844], [6.98387, 0.91434, 0.70493], [5.73319, 0.16949, -1.29609], [4.33669, -0.24330, -0.30336], [5.35731, 2.58132, -0.09841], [4.54084, 2.11701, -1.59717], [3.46773, 1.08550, 1.84677], [2.04481, 2.10293, 1.59146], [3.92721, 4.02735, 4.16150], [3.75314, 2.27193, 4.12118], [2.36406, 3.30561, 3.78027]],
  "smiles": "CCCN(CCC)S(=O)(=O)c1ccc(NC(=O)COc2ccccc2)cc1",
  "e_above_lowest_kj_mol": 258.8,
  "total_energy_ha": -1586.371062,
  "lumo_energy_ev": 0.5166
}

{
  "formula": "C14H13NO5Tb",
  "method": "ωB97M-V/def2-TZVPD",
  "symbols": ["O", "C", "Tb", "O", "C", "C", "O", "C", "O", "C", "O", "C", "N", "C", "C", "C", "C", "C", "C", "C", "C", "H", "H", "H", "H", "H", "H", "H", "H", "H", "H", "H", "H", "H"],
  "xyz": [[0.28261, 4.37447, -4.77582], [0.32739, 3.64743, -3.87525], [0.42839, 1.91858, -1.74383], [-0.61158, 4.39028, 0.55120], [-0.29925, 3.64804, -0.26325], [1.15799, 0.13656, -3.12859], [1.49087, -0.78786, -3.72380], [2.71573, 2.51438, -1.37749], [3.78911, 2.70514, -1.02385], [-1.82369, 1.27375, -2.05777], [-2.91224, 0.89255, -2.15659], [-2.29828, -1.06295, 0.86702], [-1.32372, -2.12570, 0.54145], [-1.92612, -3.22514, -0.26217], [-0.02305, -1.56578, -0.11023], [0.69323, -0.63633, 0.83114], [1.12061, -1.17569, 2.07012], [1.79412, -0.34773, 2.96444], [2.03717, 0.99779, 2.63378], [1.60866, 1.50122, 1.39903], [0.94916, 0.70501, 0.47075], [-2.61367, -0.60989, -0.08455], [-1.81413, -0.29818, 1.51011], [-3.16068, -1.53500, 1.37796], [-1.01819, -2.53626, 1.43113], [-2.21837, -2.79109, -1.23118], [-1.16405, -4.01620, -0.41139], [-2.81241, -3.61277, 0.28100], [0.56089, -2.46503, -0.36972], [-0.38180, -1.14282, -1.05043], [0.92855, -2.22899, 2.30192], [2.13680, -0.75091, 3.92735], [2.55917, 1.65649, 3.32362], [1.82077, 2.55263, 1.16388]],
  "s_squared": 12.662,
  "charge": 3,
  "total_energy_ha": -1795.500333,
  "spin_multiplicity": 7,
  "lumo_energy_ev": [-13.4225, -13.1762]
}

{
  "formula": "C5H10O",
  "method": "ωB97M-V/def2-TZVPD",
  "symbols": ["C", "C", "C", "C", "C", "O", "H", "H", "H", "H", "H", "H", "H", "H", "H", "H"],
  "xyz": [[2.05259, -0.14044, -0.29212], [0.79221, -0.60103, 0.46725], [-0.52369, -0.22122, -0.24959], [-1.88265, -0.24436, 0.53618], [-0.53509, 1.22507, -0.66569], [0.00406, 2.11567, -0.05543], [2.06238, 0.94606, -0.41132], [2.95894, -0.40982, 0.26274], [2.13881, -0.59149, -1.28956], [0.84618, -1.69001, 0.59958], [0.81502, -0.15580, 1.46708], [-0.62895, -0.85597, -1.14046], [-1.74962, -0.39483, 1.60857], [-2.40479, 0.72149, 0.44874], [-2.58438, -0.98568, 0.14921], [-1.21714, 1.43861, -1.51613]],
  "smiles": "CC[C@@H](C)C=O",
  "e_above_lowest_kj_mol": 64.2,
  "total_energy_ha": -271.728145,
  "lumo_energy_ev": 1.0662
}

{
  "formula": "C18H19CdIN2S",
  "method": "ωB97M-V/def2-TZVPD",
  "symbols": ["C", "C", "H", "H", "H", "H", "H", "H", "C", "C", "C", "C", "H", "H", "H", "H", "N", "C", "C", "N", "C", "C", "C", "H", "H", "C", "H", "H", "Cd", "I", "S", "C", "C", "C", "C", "C", "C", "H", "H", "H", "H", "H"],
  "xyz": [[0.42260, 0.79609, 2.49775], [0.36436, -0.68038, 2.47870], [1.45645, 1.03317, 2.37367], [-0.01677, 1.17369, 3.43050], [-0.18196, 1.28108, 1.66977], [0.33397, -1.14562, 1.43308], [1.29559, -0.99585, 2.89795], [-0.51435, -0.98158, 2.97999], [0.02955, 2.75913, -1.91039], [0.15774, 3.55163, -3.03968], [0.07580, 2.93658, -4.28683], [-0.12529, 1.55974, -4.36160], [0.13747, 3.15190, -0.89648], [0.32504, 4.59710, -2.92568], [0.17273, 3.52364, -5.18462], [-0.16891, 1.04929, -5.29728], [-0.22622, 1.45572, -2.06801], [-0.27061, 0.76505, -3.22662], [-0.41537, -0.75330, -3.20411], [-0.44136, -1.40419, -2.02275], [-0.47909, -2.74261, -1.85648], [-0.57671, -2.96832, -4.22162], [-0.57382, -3.56572, -2.96214], [-0.44370, -3.11645, -0.83613], [-0.62711, -4.64154, -2.82743], [-0.49938, -1.56780, -4.34101], [-0.49957, -1.07706, -5.30188], [-0.65295, -3.57973, -5.11209], [-0.07010, 0.00525, -0.40567], [2.86395, -0.19546, -0.68071], [-2.76146, 0.09192, 0.22712], [-3.03368, 0.42093, 1.84628], [-3.20190, -0.64696, 2.75354], [-3.43834, -0.34681, 4.08666], [-3.44394, 0.96119, 4.56351], [-3.31158, 1.99533, 3.63954], [-3.08803, 1.75967, 2.29024], [-3.22011, -1.67123, 2.35927], [-3.62477, -1.16652, 4.76196], [-3.58256, 1.16693, 5.64171], [-3.40028, 3.01388, 3.97761], [-3.02060, 2.57033, 1.55526]],
  "e_above_lowest_kj_mol": 20.6,
  "total_energy_ha": -1670.451719,
  "lumo_energy_ev": -1.0079
}